6
Properties=species:S:1:pos:R:3:nbo_charge:R:1 method="wB97M-V/def2-TZVPD" largest_force_ev_per_a=1.9 e_homo_ev=-8.595 relative_energy_ev=0.000
P -0.794 -0.418 0.691 0.05
P 0.022 1.505 0.323 -0.02
P 1.240 -0.931 0.007 -0.01
P -0.113 0.138 -1.454 0.00
H 0.899 -2.378 -0.206 0.00
H -1.255 2.084 0.637 -0.01

54
Properties=species:S:1:pos:R:3:nbo_charge:R:1 method="wB97M-V/def2-TZVPD" largest_force_ev_per_a=0.9 multiplicity=4 s_squared=3.824 e_homo_ev="-7.436 / -7.535" relative_energy_ev=0.000
Cr 1.612 -1.971 0.050 1.13
C 0.647 -6.129 0.423 -0.68
C 0.595 -4.666 0.777 0.52
O 1.365 -3.907 0.098 -0.69
C -0.277 -4.223 1.756 -0.47
C -0.404 -2.879 2.154 0.34
C -1.352 -2.569 3.278 -0.66
N 0.300 -1.912 1.599 -0.45
N 0.098 -0.643 2.146 -0.41
C 0.903 0.200 1.589 0.53
O 1.784 -0.119 0.683 -0.75
C 0.810 1.633 1.970 -0.03
C -0.248 2.103 2.746 -0.20
C -0.357 3.454 3.034 -0.23
C 0.594 4.349 2.557 -0.22
C 1.657 3.883 1.796 -0.22
C 1.765 2.531 1.502 -0.21
H 1.585 -6.346 -0.082 0.24
H -0.174 -6.369 -0.256 0.23
H 0.545 -6.757 1.306 0.22
H -0.889 -4.955 2.263 0.21
H -2.040 -3.399 3.426 0.21
H -1.897 -1.648 3.089 0.24
H -0.786 -2.415 4.199 0.24
H -0.979 1.394 3.114 0.23
H -1.180 3.812 3.640 0.21
H 0.513 5.403 2.790 0.21
H 2.409 4.573 1.433 0.22
H 2.584 2.152 0.904 0.24
S 0.715 -1.982 -2.052 -0.11
C 2.210 -1.195 -2.489 -0.18
S 3.480 -1.555 -1.390 -0.07
C 2.302 -0.349 -3.578 -0.48
C 3.511 0.320 -3.924 0.30
N 4.470 0.887 -4.214 -0.33
C 1.134 -0.033 -4.323 0.35
N 0.165 0.269 -4.874 -0.43
N -2.188 2.683 -2.220 -0.49
C -0.731 2.369 -2.483 -0.26
C -0.159 1.770 -1.209 -0.26
N -0.893 0.603 -0.761 -0.64
C -2.294 0.865 -0.568 -0.24
C -2.963 1.456 -1.809 -0.24
H -2.608 3.111 -3.042 0.43
H -2.239 3.366 -1.461 0.42
H -0.247 3.298 -2.785 0.22
H -0.707 1.664 -3.315 0.26
H -0.171 2.523 -0.411 0.20
H 0.885 1.499 -1.367 0.26
H -0.722 -0.180 -1.391 0.40
H -2.415 1.557 0.276 0.20
H -2.811 -0.056 -0.297 0.24
H -3.996 1.761 -1.643 0.22
H -2.910 0.769 -2.653 0.23

83
Properties=species:S:1:pos:R:3:mulliken_charge:R:1 method="wB97M-V/def2-TZVPD" largest_force_ev_per_a=4.4 total_charge=+3 e_homo_ev=-14.975
C 2.278 -1.868 -2.639 -0.72
N 2.036 -2.268 -1.228 0.15
C 3.106 -2.423 -0.425 -0.57
C 2.892 -2.805 0.893 -0.59
C 1.578 -2.876 1.396 0.74
C 0.485 -2.652 0.524 -0.52
C 0.774 -2.379 -0.811 -0.95
C 1.339 -3.378 2.800 0.55
C 2.032 -4.474 3.307 -0.69
C 1.710 -4.935 4.576 -0.27
N 0.745 -4.351 5.308 -0.02
C 0.164 -3.193 4.897 -0.45
C 0.399 -2.755 3.613 -0.58
C 0.425 -4.867 6.670 -0.79
H 1.710 -1.006 -2.974 0.14
H 1.997 -2.746 -3.224 0.40
H 3.352 -1.758 -2.759 0.34
H 4.113 -2.363 -0.810 0.46
H 3.623 -2.995 1.667 0.63
H -0.535 -2.767 0.854 0.79
H 0.008 -2.256 -1.565 0.77
H 2.762 -5.009 2.715 0.58
H 2.183 -5.782 5.052 0.41
H -0.462 -2.667 5.602 0.49
H 0.039 -1.826 3.191 0.47
H -0.655 -4.897 6.788 0.35
H 0.802 -4.119 7.368 0.40
H 0.920 -5.823 6.802 0.26
C 1.622 2.295 3.636 -1.26
C 2.302 1.417 2.613 0.73
O 2.814 0.367 2.816 -0.41
N 2.312 1.964 1.217 0.58
H 1.395 1.805 0.732 -0.01
H 2.228 2.984 1.281 0.46
C 3.567 1.752 0.400 -0.76
H 1.570 1.766 4.584 0.37
H 0.591 2.526 3.356 0.32
H 2.140 3.249 3.748 0.42
H 3.357 2.161 -0.585 0.37
H 3.782 0.685 0.402 0.25
H 4.437 2.207 0.868 0.38
Zn -3.105 0.281 1.374 0.88
S -1.209 0.840 -0.360 2.47
O -0.074 1.702 0.019 -1.22
O -2.512 1.482 -0.139 -1.11
O -1.061 0.310 -1.697 -0.12
O -1.382 -0.269 0.605 -1.17
O 2.143 3.179 -4.366 -0.64
C 1.245 2.820 -3.623 0.29
N 0.848 1.526 -3.575 -0.15
C 0.635 3.762 -2.660 -0.03
H 1.274 0.892 -4.231 0.20
H 0.125 1.218 -2.939 -0.13
H 0.741 4.775 -3.037 0.47
H 1.034 3.590 -1.660 -0.05
H -0.436 3.579 -2.514 -0.08
O -4.344 2.466 -4.747 -0.60
C -3.888 1.919 -3.753 0.61
N -2.565 1.627 -3.752 -0.12
C -4.811 1.588 -2.620 -0.44
H -2.082 1.205 -2.970 -0.09
H -2.013 1.876 -4.556 0.22
H -5.734 2.102 -2.875 0.34
H -4.342 1.949 -1.703 -0.07
H -5.000 0.513 -2.604 0.21
O -0.947 6.387 1.076 -0.61
C -1.126 5.247 0.704 0.56
N -0.199 4.270 0.780 0.13
C -2.434 4.815 0.063 -0.60
H 0.669 4.484 1.243 0.03
H -0.353 3.332 0.384 0.03
H -3.060 4.217 0.731 0.17
H -2.296 4.239 -0.854 0.06
H -3.062 5.662 -0.203 0.40
O -3.582 -3.796 -2.713 -0.63
C -2.885 -2.806 -2.846 0.64
N -2.804 -1.788 -1.967 0.18
C -2.106 -2.591 -4.100 -0.74
H -3.314 -1.900 -1.105 0.04
H -2.119 -1.040 -2.046 -0.26
H -2.395 -1.604 -4.474 0.22
H -2.385 -3.276 -4.899 0.34
H -1.023 -2.729 -4.047 0.13

18
Properties=species:S:1:pos:R:3:nbo_charge:R:1 method="wB97M-V/def2-TZVPD" largest_force_ev_per_a=4.1 e_homo_ev=-8.892 relative_energy_ev=0.724 smiles="C=Nc1cccnc1.C#CI"
C 1.808 -0.821 -0.317 -0.23
C 1.034 0.160 0.190 -0.20
C 1.165 -1.802 -1.113 0.03
C -0.812 -0.726 -1.055 0.01
C -2.048 -3.720 0.273 -0.26
C -0.294 0.260 -0.227 0.06
C -2.444 -2.840 1.017 -0.27
C -0.632 2.417 0.417 -0.04
N -0.086 -1.795 -1.436 -0.39
N -0.950 1.209 0.584 -0.37
I -1.095 -5.044 -1.026 0.29
H 2.894 -1.056 -0.071 0.22
H 1.454 0.812 0.851 0.21
H 1.645 -2.599 -1.492 0.18
H -2.528 -2.088 1.745 0.24
H -1.753 -0.632 -1.360 0.19
H -0.973 3.015 1.267 0.16
H -0.232 2.966 -0.380 0.17

10
Properties=species:S:1:pos:R:3:nbo_charge:R:1 method="wB97M-V/def2-TZVPD" largest_force_ev_per_a=3.1 total_charge=+1 multiplicity=2 s_squared=0.909 e_homo_ev="-10.343 / -9.846" relative_energy_ev=0.000
C 0.881 1.293 0.379 0.62
C -0.337 0.869 0.573 -0.78
O 1.897 1.230 -0.261 -0.74
Li 2.536 0.267 -1.754 0.97
H -1.075 1.357 1.213 0.24
C -0.599 -0.359 -0.942 -0.48
C -0.501 -1.628 -0.537 0.25
O -0.663 -2.025 0.699 -0.89
Sc -1.045 -1.088 2.434 1.56
H -1.095 0.084 -1.802 0.24

14
Properties=species:S:1:pos:R:3:nbo_charge:R:1 method="wB97M-V/def2-TZVPD" largest_force_ev_per_a=4.9 total_charge=+1 e_homo_ev=-14.806 relative_energy_ev=1.538
C 0.386 1.373 0.376 0.36
C -0.418 -2.265 -0.449 -0.69
C 0.488 -1.096 -0.550 0.09
N 0.144 2.613 0.748 -0.74
N -0.367 0.317 0.430 -0.62
Cl 0.363 -0.360 -2.043 0.13
H 1.481 1.308 0.164 0.20
H -0.350 -2.807 0.585 0.26
H -1.520 -1.943 -0.505 0.26
H -0.286 -2.942 -1.215 0.27
H 1.385 -1.034 -0.024 0.22
H 0.853 3.376 0.806 0.45
H -0.859 2.866 0.963 0.42
H -1.298 0.592 0.714 0.40